Computed, not measured: a cluster of 2 separate species, C5H7N3 in total, with ωB97M-V with the def2-TZVPD basis set.

Calculated values
energy above the lowest of the compared OMol25 structures with the same formula, charge and spin: 627.6 kJ/mol
net charge: +2

Positions of all 15 atoms, in Å:
C 0.349 -1.622 -1.083
C -0.913 0.004 0.194
C 1.266 0.293 -0.475
C -0.854 -1.543 -0.450
C -1.944 0.436 1.130
N 0.136 0.741 -0.065
N 1.332 -0.916 -1.059
N 3.106 1.372 -0.336
H -1.768 -1.654 -1.057
H -1.015 -2.163 0.443
H -2.702 -0.241 1.362
H -2.392 1.442 0.855
H -1.283 0.840 1.910
H 2.748 2.172 -0.797
H 3.935 0.840 -0.575

***

Computed, not measured: a cluster of 2 separate species, C5H7N3O in total, with ωB97M-V with the def2-TZVPD basis set.

Calculated values
energy above the lowest of the compared OMol25 structures with the same formula, charge and spin: 528.8 kJ/mol

Positions of all 16 atoms, in Å:
C -3.184 -1.222 0.047
C -1.892 -0.969 0.330
C -3.002 0.905 -0.279
C -0.624 1.151 0.156
C 2.160 -0.475 -0.135
N -3.827 -0.069 -0.351
N 0.125 2.091 0.243
N -1.695 0.432 0.218
O 0.869 -0.773 -0.408
H -3.657 -2.188 -0.184
H -1.256 -1.731 0.741
H -3.096 1.925 -0.465
H 2.307 -0.481 0.999
H 2.464 0.488 -0.662
H 2.955 -1.324 -0.518
H 1.114 1.894 0.009

***

Which of these has the highest energy above the lowest of the compared OMol25 structures with the same formula, charge and spin? C5H7N3